Entry 1:
53
Properties=species:S:1:pos:R:3:mulliken_charge:R:1 method="wB97M-V/def2-TZVPD" e_tot_ev=-406925.1513 homo_ev=-5.4 e_lumo_ev=1.4643 charge=-1
Re 0.09 1.95 1.30 0.93
Cl 3.56 3.01 6.29 -0.20
C 3.14 2.59 4.68 0.22
C 3.98 2.93 3.61 0.42
Cl 5.46 3.75 3.92 -0.20
C 3.63 2.62 2.32 0.04
Cl 4.62 3.02 0.97 -0.19
C 2.44 1.93 2.04 0.56
O 2.05 1.67 0.78 -0.61
C 1.61 1.52 3.13 -0.10
O 0.46 0.80 2.85 -0.76
C 1.96 1.90 4.43 0.07
Cl 0.89 1.44 5.69 -0.18
Se -4.66 1.85 0.02 -0.55
Sb -3.11 3.64 -0.02 0.71
Se -1.39 3.61 1.98 -0.44
Se -0.91 2.92 -1.42 -0.16
Se -3.73 5.87 -0.49 -0.59
C -0.74 1.41 -0.25 -0.09
Ge -0.76 -0.43 -0.91 1.43
C -1.57 -0.60 -2.67 0.08
C -2.80 -0.02 -2.96 -0.13
C -3.40 -0.20 -4.19 -0.76
C -2.78 -0.97 -5.16 -0.37
C -1.56 -1.56 -4.89 -0.64
C -0.95 -1.37 -3.65 -0.37
C -1.55 -1.60 0.42 0.15
C -1.23 -2.95 0.46 -0.18
C -1.76 -3.78 1.44 -0.70
C -2.63 -3.27 2.39 -0.46
C -2.97 -1.93 2.35 -0.76
C -2.43 -1.09 1.38 -0.08
C 1.14 -0.85 -1.09 0.15
C 1.87 -0.17 -2.07 -0.30
C 3.25 -0.28 -2.14 -0.76
C 3.93 -1.08 -1.22 -0.50
C 3.22 -1.75 -0.24 -0.67
C 1.84 -1.63 -0.17 -0.29
H -3.30 0.59 -2.20 0.04
H -4.35 0.28 -4.40 0.42
H -3.25 -1.12 -6.12 0.37
H -1.07 -2.17 -5.64 0.38
H 0.01 -1.83 -3.46 0.31
H -0.57 -3.38 -0.29 0.44
H -1.49 -4.83 1.46 0.38
H -3.04 -3.91 3.16 0.37
H -3.66 -1.52 3.08 0.41
H -2.72 -0.05 1.36 0.17
H 1.37 0.47 -2.78 0.38
H 3.80 0.26 -2.89 0.39
H 5.01 -1.17 -1.27 0.38
H 3.74 -2.36 0.49 0.40
H 1.30 -2.13 0.63 0.44


Entry 2:
52
Properties=species:S:1:pos:R:3:mulliken_charge:R:1 method="wB97M-V/def2-TZVPD" e_tot_ev=-54723.9605 s_squared=6.067 homo_ev="-11.8 / -14.4" e_above_lowest_kcal_mol=4.9 e_lumo_ev="-6.5485 / -9.7336" charge=+2 multiplicity=5
Ir 1.06 -1.62 0.77 1.03
C 3.68 -1.91 -2.71 -0.48
C 3.01 -2.25 -1.55 -0.03
N 2.18 -1.38 -0.96 -0.37
C 2.01 -0.16 -1.53 0.15
C 2.70 0.14 -2.70 -0.02
N 3.52 -0.72 -3.29 -0.54
C 1.08 0.76 -0.85 -0.47
C 0.69 2.00 -1.25 -0.01
C -0.27 2.74 -0.48 0.77
C -0.75 2.12 0.72 0.18
C -0.30 0.89 1.09 -0.39
N 0.59 0.22 0.31 -0.13
C -0.69 0.11 2.28 0.15
C -1.54 0.56 3.28 -0.05
N -1.88 -0.18 4.32 -0.54
C -1.36 -1.40 4.40 -0.50
C -0.50 -1.89 3.42 -0.04
N -0.17 -1.15 2.37 -0.33
C -0.74 4.01 -0.90 1.34
C -1.92 4.59 -0.36 -0.44
C -2.37 5.82 -0.78 -0.54
N -1.63 6.43 -1.70 -0.48
C -0.52 6.01 -2.27 -0.49
C -0.05 4.78 -1.89 -0.60
H 4.35 -2.61 -3.19 0.40
H 3.13 -3.21 -1.08 0.36
H 2.58 1.10 -3.18 0.40
H 1.06 2.39 -2.18 0.42
H -1.44 2.64 1.36 0.40
H -1.97 1.55 3.23 0.39
H -1.63 -2.01 5.25 0.40
H -0.08 -2.89 3.48 0.39
H -2.55 4.06 0.35 0.30
H -3.28 6.29 -0.43 0.41
H -0.02 6.66 -2.98 0.41
H 0.88 4.45 -2.32 0.36
N -0.89 -2.17 -0.41 -0.50
C -1.87 -1.80 -0.88 0.59
C -3.07 -1.25 -1.41 0.18
C -4.05 -2.08 -1.96 -0.08
N -4.86 -2.77 -2.42 -0.23
C -3.21 0.15 -1.34 0.23
N -3.27 1.30 -1.23 -0.24
S 2.83 -5.54 2.37 -0.01
C 1.59 -5.88 1.25 -0.19
C 1.05 -4.73 0.78 -0.83
N 1.62 -3.59 1.30 0.29
C 2.58 -3.88 2.15 -0.24
H 1.31 -6.89 1.00 0.42
H 0.24 -4.64 0.07 0.39
H 3.16 -3.14 2.67 0.39